Density functional theory data (ωB97M-V/def2-TZVPD) for a cluster of 12 separate species, C24H72O12S12 in total.

Output
Multiplicity ... 1
E_LUMO ... -0.14 eV
HOMO energy ... -8.377 eV
HOMO-LUMO gap ... 8.2322 eV
Max |F| ... 0.3039 Eh/bohr

Geometry (Å):
H 1.124 -1.745 5.435
S 5.617 -0.949 0.235
C 2.673 -3.782 -0.857
H -5.773 -2.094 0.649
C 2.590 2.560 1.821
H -0.749 7.212 1.343
C 0.326 -3.083 3.051
H -2.486 3.551 -5.987
H 2.716 -4.085 0.232
H 4.779 -1.292 2.417
S -2.184 -3.863 -0.020
C 0.087 2.601 -5.214
H 2.486 0.501 -4.859
O 4.994 1.688 -4.581
H 3.469 -1.339 1.240
H -0.213 2.553 5.411
O -0.947 0.146 2.977
C -2.523 1.916 4.034
H 0.479 1.568 -5.121
H -3.877 -0.034 -2.636
C -0.760 -0.802 -1.800
H -3.060 4.639 -0.428
H -2.063 -4.936 1.817
O -5.361 0.900 2.758
H 4.803 -5.300 0.418
H 6.801 -0.549 2.315
H -2.685 0.957 4.693
S -0.895 1.635 3.415
H -3.777 -5.146 1.291
H -3.293 -5.129 -1.914
H -0.471 -2.695 3.248
C 0.717 -2.677 5.760
H -5.081 0.689 -0.304
O -2.217 1.665 -3.897
H 7.395 -1.889 1.553
H -3.364 1.918 3.279
H -0.084 2.807 -6.292
H -1.687 6.839 0.035
S 3.873 1.787 2.842
H 4.827 4.080 2.451
O -6.982 -0.503 -3.924
C -2.482 4.221 0.363
S -4.845 -0.229 1.973
H 2.672 3.505 1.776
H -2.602 2.794 4.451
S -6.059 0.491 -3.291
C -5.289 1.461 -4.522
H -4.932 -1.277 -2.221
H 0.165 -3.577 2.217
H -2.974 -3.493 -2.398
C -4.677 -0.572 -2.924
S -1.296 2.904 -3.986
H 1.664 -0.953 -0.478
O 3.839 -4.607 -3.025
H 2.703 2.131 -2.751
H 4.142 1.789 -1.773
S 0.722 -3.991 4.531
H 3.362 -2.968 -0.840
H -0.359 5.937 0.409
C -1.111 6.444 0.793
C -3.342 -4.043 -1.413
C -6.216 -1.251 1.437
O -1.058 4.682 2.607
H -2.869 3.297 0.519
C 3.450 1.361 -2.444
S 4.465 0.560 -3.620
C -2.054 4.015 -5.114
H -1.400 3.922 0.034
H 3.546 -0.783 -5.304
H 5.819 -5.690 -0.758
H -2.948 4.429 -4.542
H 7.769 -0.262 0.961
H -5.995 1.721 -5.304
O 3.591 2.122 4.309
O 5.241 0.555 0.180
O -0.117 1.687 -0.814
H -6.780 -1.561 2.143
O -2.618 -2.615 0.593
H -0.500 0.568 5.706
H 1.069 -2.212 2.677
H 2.892 -0.869 -3.871
H -0.699 -1.959 -1.431
C 7.005 -1.021 1.306
H 0.838 3.174 -4.792
C 3.180 -0.188 -4.536
O -0.596 -4.711 4.870
H -4.587 1.006 -5.021
C -4.224 0.497 0.350
S -0.590 0.208 -0.381
H -6.680 -0.739 0.712
H 1.545 0.044 0.818
H 1.039 -2.837 6.709
H -3.587 -0.168 -0.045
H -0.202 -0.547 -2.684
H -4.594 2.209 -4.095
H 1.017 1.013 4.819
C -2.609 -5.237 1.057
H 5.917 2.867 3.050
C -0.060 1.444 4.997
S 3.603 -5.071 -1.545
H -4.384 -3.712 -1.186
H 5.398 -3.910 -0.476
S -2.201 5.384 1.764
C 0.986 -0.483 0.200
C 5.005 -4.908 -0.579
H -0.344 -2.535 5.963
H -4.466 -0.904 -3.861
C 4.541 -1.627 1.444
H 1.660 -3.683 -1.429
H 4.586 -2.711 1.459
H -2.163 -6.018 0.708
H 5.571 3.041 1.192
H 0.663 -1.253 0.943
H -3.665 1.122 0.556
H -1.829 -0.539 -2.217
H 2.617 2.315 0.805
H 3.071 0.470 -1.802
H 1.597 2.315 2.344
H -1.221 4.749 -5.511
C 5.029 2.981 2.395

Mulliken atomic charge list, values in e, 8 entries: atom 1 (H): 0.119, atom 2 (S): 0.419, atom 3 (C): 0.059, atom 4 (H): 0.139, atom 5 (C): -1.090, atom 6 (H): 0.434, atom 7 (C): -1.248, atom 8 (H): 0.344



Density functional theory data (ωB97M-V/def2-TZVPD) for the molecule C4H11N2.

Output
Multiplicity ... 2
E_LUMO (spin up / spin down) ... 1.01 / 1.00 eV
HOMO energy (spin up / spin down) ... -5.674 / -9.414 eV
HOMO-LUMO gap (spin up / spin down) ... 6.6839 / 10.4134 eV
Max |F| ... 0.0699 Eh/bohr
Expectation value of S² ... 0.753

Geometry (Å):
H 0.738 -1.463 1.727
C -0.878 -0.847 0.398
C 1.031 0.660 1.260
N 1.312 1.384 -0.076
H 1.312 2.401 0.080
C -1.726 -0.409 -1.930
H 0.093 1.093 1.657
H 1.950 0.768 1.857
H -1.647 -0.577 1.145
H -0.453 0.744 -0.987
H -1.791 -1.428 -2.244
H 1.187 -1.130 0.045
H -0.972 -1.928 0.086
N -1.137 -0.042 -0.762
H -1.817 0.313 -2.722
H 2.268 1.251 -0.401
C 0.530 -0.790 0.870

Mulliken atomic charge list, values in e, 8 entries: atom 1 (H): 0.334, atom 2 (C): -0.566, atom 3 (C): -0.535, atom 4 (N): -0.635, atom 5 (H): 0.197, atom 6 (C): -0.738, atom 7 (H): 0.307, atom 8 (H): 0.369



Density functional theory data (ωB97M-V/def2-TZVPD) for a cluster of 8 separate species, C30H81N16O7P4 in total.

Output
Multiplicity ... 2
Total charge ... -2
E_LUMO (spin up / spin down) ... 3.50 / 3.49 eV
HOMO energy (spin up / spin down) ... 2.390 / -3.014 eV
HOMO-LUMO gap (spin up / spin down) ... 1.1109 / 6.4993 eV
Max |F| ... 0.1230 Eh/bohr
Expectation value of S² ... 0.750

Geometry (Å):
H -1.226 1.748 7.633
C 0.081 -4.503 -5.416
H -0.130 3.923 -5.222
N 0.665 -3.331 -4.752
H 4.478 -5.679 -5.173
C -3.241 -1.358 0.146
H 0.003 0.618 -7.018
N 4.722 2.065 2.226
H 4.982 3.479 0.697
C 0.780 2.035 2.556
H 0.587 -4.473 -6.381
N -2.938 2.202 6.401
C -3.750 1.774 7.550
H 4.100 -2.165 -5.999
N -0.872 2.086 -5.928
H -1.850 -1.871 4.392
C -0.967 1.115 -6.985
H 6.278 0.990 3.255
H -0.476 3.852 -7.021
H 6.779 2.279 2.254
H 3.945 -1.370 4.782
H 3.160 -2.994 -7.277
H -0.864 1.960 5.937
N -2.513 0.532 -4.388
H -0.940 -2.602 3.097
H -3.561 -0.003 3.791
O -0.559 -0.984 1.041
H 6.307 0.903 1.417
H 0.284 2.858 3.071
N -5.644 -1.168 -1.013
H -1.187 1.565 -7.953
N -3.147 4.318 4.893
H 3.441 2.403 4.514
H -4.561 1.149 7.177
H 0.304 -1.263 -4.375
C 1.045 -4.842 -2.094
N 0.055 -0.751 0.035
H 2.776 -0.013 4.946
H -3.239 -1.743 1.166
C 0.115 -2.025 -5.132
H 0.284 -5.427 -4.876
H -3.209 4.711 -3.708
C 2.520 -4.805 1.495
C -2.910 3.789 -4.206
H -2.916 -0.323 0.249
H -4.085 5.729 6.196
H 5.248 4.142 2.230
H 2.299 3.650 4.085
C -1.769 4.741 4.670
H -1.935 0.286 4.521
N 3.631 -4.971 1.315
H -3.997 -0.248 -5.431
H -2.155 -1.508 -3.914
C -4.145 5.372 5.167
P 2.258 -3.445 -4.082
C -0.426 -3.203 5.032
P -3.630 2.688 4.907
H 3.783 -4.792 -1.597
C -2.970 2.476 2.280
N 3.520 -0.395 3.021
H 0.905 3.018 -6.287
H 0.979 -5.765 -1.517
C 2.721 -1.571 2.537
C 3.400 -5.370 -2.437
C -1.711 3.170 -2.176
H 3.588 3.777 1.605
H -2.644 -1.993 -0.507
H -4.249 2.639 7.988
N -2.751 1.974 3.652
H -1.682 4.236 -1.947
H -2.023 2.477 1.739
H -0.896 2.614 -1.713
C -2.614 0.529 3.703
H -3.750 1.912 1.769
N -1.846 3.046 -3.585
C 4.611 3.420 1.720
H 4.221 -5.547 -3.132
H -3.146 3.552 2.250
H 0.096 -4.613 -2.580
N 2.166 -4.781 -2.997
H -4.506 1.257 -4.661
C -4.581 -1.211 -0.505
H 4.429 0.352 4.820
H -3.529 1.305 -6.129
H -3.830 3.210 -4.124
H -5.137 5.110 4.797
H 1.167 -4.216 -1.211
C 1.082 -4.537 1.759
C -0.130 3.324 -6.133
H 4.782 -3.564 -6.764
H -2.267 0.104 2.761
H 0.831 -4.288 2.790
O 2.609 -2.185 -3.415
H -0.168 -1.322 4.172
H 1.661 -1.386 2.712
O 2.863 0.774 0.689
H -1.685 0.300 -6.891
H 1.822 2.190 5.025
C -2.609 -0.630 -3.457
H 0.110 1.215 2.819
H -1.002 3.967 4.686
C -0.845 -2.172 4.094
C 6.046 1.475 2.307
H -1.001 -4.367 -5.400
H 3.544 -5.639 -6.654
H 0.686 -1.660 -5.986
P -1.221 1.620 -4.304
H -3.853 6.292 4.660
C 3.838 -3.130 -6.435
C 2.413 2.571 4.192
O -0.003 1.066 -3.615
H -2.586 2.699 -1.727
H -1.682 5.117 3.651
H -1.205 3.371 6.900
O -0.093 0.269 -0.572
N 2.153 1.816 3.008
N -0.103 -4.073 5.804
N 3.174 -4.036 -5.431
H -0.929 -2.172 -5.406
H 0.860 -3.640 1.182
H 3.176 -6.386 -2.111
H -2.251 -0.380 -2.458
H -1.536 5.539 5.376
H 0.736 2.154 1.474
C -1.490 2.329 6.750
H 3.112 -2.474 3.005
P 3.311 1.027 2.109
H 2.934 -1.794 1.491
H -2.627 3.852 -5.257
O -5.104 2.588 4.777
H -3.663 -0.860 -3.295
O 0.951 -1.448 -0.348
C 3.505 -5.415 -5.588
H 2.730 -6.050 -5.159
C 3.688 -0.361 4.460
H 0.462 -5.320 1.322
H -3.348 1.154 8.351
C -3.688 0.770 -5.193

Mulliken atomic charge list, values in e, 8 entries: atom 1 (H): 0.785, atom 2 (C): -1.200, atom 3 (H): 0.343, atom 4 (N): 0.632, atom 5 (H): 0.298, atom 6 (C): -0.105, atom 7 (H): 0.330, atom 8 (N): 0.704



Density functional theory data (ωB97M-V/def2-TZVPD) for a structure of composition C8H6N2O4SYb.

Output
Multiplicity ... 2
Total charge ... +3
E_LUMO (spin up / spin down) ... -12.21 / -15.65 eV
HOMO energy (spin up / spin down) ... -21.794 / -21.321 eV
HOMO-LUMO gap (spin up / spin down) ... 9.5871 / 5.6695 eV
Max |F| ... 0.1230 Eh/bohr
Expectation value of S² ... 0.784

Geometry (Å):
C -1.440 0.658 -0.209
Yb 1.181 1.040 -0.005
N -2.033 0.402 0.983
H -1.805 -2.619 -0.116
S -1.123 2.327 -0.613
C 3.561 -0.061 -0.973
C 1.735 0.762 -2.409
N -1.063 -0.617 -0.691
H -3.395 0.975 2.389
C 3.492 1.196 1.300
H -3.093 -1.232 1.844
C -2.376 -0.940 1.093
C -1.767 -1.573 0.071
C -2.571 1.457 1.848
H -0.961 -0.751 -1.692
H -1.793 1.865 2.508
C 2.372 -3.223 -1.637
H -2.943 2.265 1.217
O 2.124 1.094 -3.447
O 4.536 1.406 1.753
O 4.665 -0.139 -1.340
O 2.696 -4.289 -1.877

Mulliken atomic charge list, values in e, 8 entries: atom 1 (C): 0.011, atom 2 (Yb): 1.345, atom 3 (N): 0.207, atom 4 (H): 0.472, atom 5 (S): -0.014, atom 6 (C): 0.087, atom 7 (C): 0.194, atom 8 (N): -0.013



Density functional theory data (ωB97M-V/def2-TZVPD) for a structure of composition C2H2N2O3.

Output
Multiplicity ... 1
E_LUMO ... -2.46 eV
HOMO energy ... -11.067 eV
HOMO-LUMO gap ... 8.6070 eV
Max |F| ... 0.0842 Eh/bohr

Geometry (Å):
O -1.570 -0.873 -0.939
C -1.708 0.076 -1.756
O 0.642 -2.408 1.449
H 0.667 -1.349 -0.830
O -0.678 -0.814 2.013
H 0.137 0.117 0.050
N 0.026 -1.420 1.214
C 0.053 -0.876 -0.105
N -1.834 0.774 -2.688

Mulliken atomic charge list, values in e, 8 entries: atom 1 (O): -0.421, atom 2 (C): 0.528, atom 3 (O): -0.496, atom 4 (H): 0.389, atom 5 (O): -0.481, atom 6 (H): 0.313, atom 7 (N): 0.870, atom 8 (C): -0.280



Density functional theory data (ωB97M-V/def2-TZVPD) for a cluster of 2 separate species, CH2N2O3S in total.

Output
Multiplicity ... 3
E_LUMO (spin up / spin down) ... 0.12 / -4.19 eV
HOMO energy (spin up / spin down) ... -10.081 / -10.049 eV
HOMO-LUMO gap (spin up / spin down) ... 10.2056 / 5.8567 eV
Max |F| ... 0.0789 Eh/bohr
Expectation value of S² ... 2.008

Geometry (Å):
O 0.776 -1.684 0.696
C -0.268 -1.138 0.477
N -0.435 0.165 0.363
H -1.241 -1.782 0.619
N -1.708 0.693 0.190
O -2.584 0.090 0.740
S 1.232 1.971 0.527
H 0.435 2.951 0.478
O -1.755 1.737 -0.426

Mulliken atomic charge list, values in e, 8 entries: atom 1 (O): -0.499, atom 2 (C): 0.095, atom 3 (N): -0.256, atom 4 (H): 0.314, atom 5 (N): 1.080, atom 6 (O): -0.562, atom 7 (S): 0.186, atom 8 (H): 0.232



Density functional theory data (ωB97M-V/def2-TZVPD) for a structure of composition C34H38BN7NiOP.

Output
Multiplicity ... 3
Total charge ... +1
E_LUMO (spin up / spin down) ... -2.79 / -3.07 eV
HOMO energy (spin up / spin down) ... -11.265 / -11.257 eV
HOMO-LUMO gap (spin up / spin down) ... 8.4716 / 8.1893 eV
Max |F| ... 0.0189 Eh/bohr
Expectation value of S² ... 2.006

Geometry (Å):
C 3.754 -0.908 1.875
C 2.376 -1.933 -3.127
C -3.247 -2.126 -2.266
H -2.898 -3.136 -2.095
H -3.121 2.394 -1.515
H -3.012 0.246 2.444
C 2.009 -2.880 -4.071
H -3.020 -1.771 1.096
C 3.645 0.455 2.043
H 3.435 4.602 0.515
H -5.790 -0.496 -3.784
H -1.182 -3.430 -3.113
H -0.793 -6.163 0.700
C -1.303 1.304 3.186
H -4.916 -2.794 -3.428
C -2.516 -2.730 1.020
C -4.893 -0.660 -3.202
N -1.778 1.573 -0.268
C 4.606 1.412 2.668
H -3.105 0.691 4.150
H 2.862 5.594 -0.831
N 0.949 1.715 -0.877
H -4.641 1.410 -2.733
C -2.624 1.476 -1.209
C -1.467 -2.897 0.114
C 1.468 3.568 -1.997
H 5.487 0.871 3.008
H 2.912 -3.109 0.133
C 1.458 -1.513 -2.172
C 0.724 -3.412 -4.056
N 1.794 -0.251 1.022
C -4.239 0.410 -2.618
C 0.878 2.303 -2.064
H 1.885 4.045 3.956
C -2.321 -5.028 1.690
C -4.402 -1.940 -3.008
C 0.112 3.007 3.326
C 0.850 4.254 3.687
C 0.235 1.631 -3.234
C -1.276 -5.199 0.795
O -1.669 2.887 0.160
H 2.140 -3.342 1.704
H -2.067 -0.648 3.641
C 2.187 -2.688 0.832
C -3.082 0.234 -1.857
N -0.383 1.112 2.253
H 1.879 5.422 0.622
H -1.097 2.838 0.942
H 2.555 3.038 1.955
H 0.361 4.729 4.534
Ni -0.061 0.403 0.306
H -1.590 2.886 4.722
C 0.165 -2.037 -2.153
N 1.556 2.600 -0.017
H -2.654 -5.859 2.299
H 4.926 2.176 1.959
N 2.463 0.833 1.522
H 4.574 -1.539 2.175
H 4.164 1.917 3.527
C 1.881 3.722 -0.688
C 2.554 4.896 -0.055
C -2.434 0.342 3.367
P -0.966 -1.440 -0.856
C -2.546 -1.056 -1.711
B 1.829 2.224 1.475
H 2.721 -3.207 -4.817
H -3.764 -3.653 2.494
C -1.031 2.480 3.894
C -0.845 -4.136 0.010
H 1.756 -0.776 -1.437
H -0.381 0.789 -2.919
N 0.493 2.184 2.322
H 1.583 4.277 -2.801
H 1.213 -2.696 0.355
C 2.575 -1.306 1.233
H 3.376 -1.518 -3.129
H 0.862 4.964 2.859
H 0.984 1.248 -3.929
H -0.030 -4.284 -0.686
C -0.191 -2.996 -3.104
C -2.943 -3.789 1.803
H 0.435 -4.154 -4.789
H -0.393 2.337 -3.778

Mulliken atomic charge list, values in e, 8 entries: atom 1 (C): -1.871, atom 2 (C): -1.272, atom 3 (C): -0.963, atom 4 (H): 0.337, atom 5 (H): 0.362, atom 6 (H): 0.155, atom 7 (C): -0.802, atom 8 (H): 0.466